(1)
C30H56N10O2PS | ωB97M-V/def2-TZVPD

As for the HOMO-LUMO gap: 0.3110 Ha. Its calculated total energy is -2613.886661 hartree. The spin multiplicity is 1. Its charge is +1. The largest force on an atom is 2.8 eV/Å. The value obtained for the LUMO energy is -3.79 eV.

The geometry in XYZ format:
```
100
Properties=species:S:1:pos:R:3:lowdin_charge:R:1
C -3.3196 -0.2812 -0.6686 -0.139
C -2.3753 -1.5146 -0.6127 -0.372
P -0.8202 -1.0558 0.2336 1.061
C 0.2849 -2.5314 0.5259 -0.334
C 0.7368 -2.4825 2.0245 -0.180
N 0.1503 0.0458 -0.8044 -0.208
N 0.3335 -0.0229 -2.0854 0.098
N 1.1153 0.9423 -2.4330 0.102
C 1.4330 1.6391 -1.3577 -0.083
N 0.8180 1.0680 -0.3319 -0.063
C 0.9800 1.5539 1.0433 -0.146
S -0.5457 1.9080 1.9816 0.633
O -0.0976 2.2695 3.2939 -0.322
O -1.2667 2.9425 1.2913 -0.332
H -2.9708 0.4212 0.0922 0.040
H -4.3334 -0.5546 -0.4034 0.070
H -3.2428 0.2142 -1.6275 0.032
H -2.8450 -2.2479 0.0443 0.087
H -2.2433 -2.0010 -1.5771 0.082
H 1.1401 -2.4428 -0.1405 0.062
H -0.2897 -3.4307 0.3299 0.078
H 0.3679 -1.5665 2.4780 0.016
H 1.8146 -2.4905 2.1179 0.048
H 0.2440 -3.2897 2.5478 0.062
H 2.0940 2.5049 -1.2953 0.090
H 1.6251 0.9144 1.6404 0.120
H 1.4911 2.5076 0.9619 0.126
H -1.3261 0.7914 2.0872 -0.006
C -0.7525 3.9115 -2.9945 -0.109
C -1.1593 3.3571 -4.3562 -0.254
C -2.6570 3.5159 -4.6397 -0.174
C -3.4615 2.7944 -3.6427 -0.216
N -4.0870 2.2348 -2.8710 0.159
H -1.2467 3.3768 -2.1780 0.063
H 0.3241 3.8097 -2.8521 0.044
H -1.0035 4.9696 -2.9088 0.085
H -0.8836 2.3013 -4.4126 0.100
H -0.5986 3.8756 -5.1348 0.114
H -2.9009 3.1243 -5.6270 0.121
H -2.9378 4.5694 -4.6159 0.124
C 6.8690 2.8001 -2.9910 -0.112
C 6.4611 2.6055 -1.5360 -0.250
C 5.0313 2.0785 -1.3778 -0.180
C 4.0625 3.0175 -1.9620 -0.241
N 3.3175 3.7491 -2.4204 0.179
H 6.2452 3.5489 -3.4846 0.074
H 7.8995 3.1493 -3.0469 0.080
H 6.7977 1.8683 -3.5509 0.029
H 6.5587 3.5554 -1.0063 0.113
H 7.1471 1.9019 -1.0622 0.110
H 4.7925 1.9451 -0.3196 0.116
H 4.9249 1.1152 -1.8757 0.084
C 4.5826 -2.6413 -5.3398 -0.104
C 4.7569 -3.1714 -3.9209 -0.257
C 4.6979 -2.0657 -2.8610 -0.185
C 5.7700 -1.0827 -3.0775 -0.209
N 6.5967 -0.3178 -3.2542 0.190
H 5.3847 -1.9537 -5.6118 0.074
H 4.6014 -3.4617 -6.0560 0.077
H 3.6305 -2.1179 -5.4499 0.078
H 5.7107 -3.6965 -3.8483 0.116
H 3.9728 -3.9011 -3.7110 0.109
H 4.8133 -2.4905 -1.8628 0.115
H 3.7360 -1.5491 -2.9018 0.108
C -9.0300 0.9667 -0.5531 -0.109
C -7.8045 1.1073 -1.4501 -0.269
C -7.7622 0.0722 -2.5767 -0.187
C -7.7149 -1.2878 -2.0204 -0.248
N -7.6822 -2.3383 -1.5794 0.142
H -9.0448 0.0020 -0.0432 0.070
H -9.0298 1.7406 0.2148 0.072
H -9.9519 1.0632 -1.1293 0.079
H -6.9016 1.0179 -0.8424 0.099
H -7.7970 2.1063 -1.8885 0.109
H -6.8778 0.2243 -3.1959 0.108
H -8.6413 0.1622 -3.2159 0.121
C 4.5486 -3.7921 6.8184 -0.106
C 4.8194 -3.8932 5.3216 -0.261
C 4.0836 -2.8214 4.5096 -0.186
C 2.6289 -2.9478 4.6831 -0.237
N 1.5016 -3.0501 4.8152 0.171
H 3.4932 -3.9482 7.0458 0.072
H 5.1132 -4.5515 7.3581 0.076
H 4.8416 -2.8143 7.2055 0.079
H 4.5261 -4.8842 4.9701 0.113
H 5.8915 -3.7945 5.1431 0.109
H 4.3176 -2.9237 3.4485 0.110
H 4.3882 -1.8236 4.8287 0.121
C -3.5767 -0.0714 6.4645 -0.102
C -4.4755 0.4319 5.3401 -0.252
C -4.5645 -0.5477 4.1634 -0.165
C -3.2369 -0.7657 3.5767 -0.181
N -2.1995 -0.9222 3.1273 0.160
H -2.5451 -0.1938 6.1298 0.072
H -3.5676 0.6397 7.2894 0.077
H -3.9283 -1.0307 6.8489 0.081
H -4.1028 1.3958 4.9876 0.112
H -5.4800 0.6004 5.7301 0.113
H -5.2249 -0.1554 3.3893 0.121
H -4.9626 -1.5089 4.4909 0.128
```



(2)
C30H57N2O11S | ωB97M-V/def2-TZVPD

As for the HOMO-LUMO gap: 0.1545 Ha. Its calculated total energy is -2512.448427 hartree. The spin multiplicity is 1. Its charge is -1. The largest force on an atom is 3.3 eV/Å. The value obtained for the LUMO energy is 1.78 eV.

The geometry in XYZ format:
```
101
Properties=species:S:1:pos:R:3:lowdin_charge:R:1
O 1.2681 0.2687 1.2947 -0.004
N 2.0032 1.1730 1.5240 -0.037
O 2.7034 0.9190 2.6754 -0.170
C 4.1155 0.6474 2.3427 -0.273
C 5.0002 1.9045 2.4720 -0.286
N 5.4010 2.1451 3.9133 -0.023
C 4.5540 2.7715 4.4885 -0.805
S 3.4616 3.1744 5.6345 0.508
H 4.1519 0.3100 1.2778 0.096
H 4.5423 -0.1875 2.9451 0.101
H 5.9649 1.6525 1.9522 0.018
C 1.7063 7.3455 2.4643 -0.032
C 1.4625 5.9729 3.0461 -0.510
O 1.2114 5.8214 4.2181 0.048
C 1.5467 4.7973 2.1063 -0.022
H 1.6149 8.0930 3.2522 0.075
H 2.7127 7.3983 2.0454 0.083
H 0.9663 7.5589 1.6901 0.074
H 2.5464 4.7360 1.6710 0.090
H 0.7988 4.8981 1.3158 0.059
H 1.3522 3.8791 2.6587 0.071
C -2.1101 -3.0822 0.0878 -0.015
C -1.2239 -3.4471 1.2500 -0.495
O -1.4336 -4.4397 1.9175 0.048
C -0.0727 -2.5253 1.5442 -0.015
H -2.9004 -3.8272 -0.0118 0.062
H -2.5661 -2.1066 0.2637 0.059
H -1.5257 -3.0654 -0.8346 0.082
H -0.4479 -1.5288 1.7792 0.070
H 0.5975 -2.4815 0.6844 0.087
H 0.4839 -2.9007 2.4018 0.071
C 0.3938 -0.1319 -1.9029 -0.024
C 1.4182 0.5830 -2.7434 -0.507
O 2.4515 0.9953 -2.2691 0.067
C 1.1012 0.7650 -4.2078 -0.028
H 0.7467 -0.1928 -0.8731 0.047
H -0.5468 0.4205 -1.9180 0.071
H 0.2436 -1.1458 -2.2837 0.079
H 0.1888 1.3540 -4.3187 0.070
H 0.9800 -0.2089 -4.6867 0.079
H 1.9222 1.2939 -4.6922 0.078
C -2.0784 4.8558 -3.1090 -0.022
C -1.0721 3.9629 -2.4304 -0.484
O -1.1878 2.7569 -2.4466 0.060
C 0.0851 4.6276 -1.7302 -0.013
H -2.8498 4.2443 -3.5686 0.050
H -2.5443 5.5160 -2.3739 0.088
H -1.5903 5.4437 -3.8865 0.081
H -0.2852 5.2785 -0.9358 0.076
H 0.6706 5.2069 -2.4466 0.090
H 0.7275 3.8657 -1.2880 0.086
C -4.8667 3.7750 -5.8395 -0.016
C -3.8210 4.4872 -6.6611 -0.495
O -2.7890 4.8825 -6.1681 0.068
C -4.1151 4.6867 -8.1269 -0.026
H -4.5280 3.6996 -4.8080 0.065
H -5.8026 4.3365 -5.8608 0.087
H -5.0250 2.7684 -6.2302 0.089
H -5.0185 5.2875 -8.2470 0.084
H -4.2410 3.7193 -8.6164 0.085
H -3.2817 5.2099 -8.5941 0.081
C -3.3482 2.1908 1.4521 -0.018
C -3.3780 0.7279 1.8123 -0.496
O -3.6029 -0.1216 0.9783 0.052
C -3.1156 0.3650 3.2512 -0.019
H -3.5520 2.3045 0.3876 0.079
H -4.1126 2.7288 2.0162 0.083
H -2.3618 2.6062 1.6669 0.088
H -3.8697 0.8228 3.8941 0.084
H -2.1193 0.7017 3.5442 0.091
H -3.1675 -0.7174 3.3661 0.081
C 1.7790 -5.6074 4.8374 -0.021
C 2.6368 -4.4597 4.3662 -0.492
O 2.7504 -4.2016 3.1900 0.048
C 3.3465 -3.6467 5.4183 -0.014
H 1.3309 -6.1008 3.9754 0.082
H 2.3911 -6.3318 5.3785 0.081
H 0.9810 -5.2352 5.4820 0.085
H 4.0277 -4.2846 5.9851 0.084
H 2.6176 -3.1880 6.0888 0.088
H 3.9237 -2.8579 4.9371 0.085
C -5.0888 -7.0589 -0.5695 -0.024
C -5.6184 -6.3874 -1.8113 -0.509
O -6.5836 -6.8206 -2.4002 0.059
C -4.8955 -5.1538 -2.2884 -0.027
H -5.7019 -7.9302 -0.3414 0.079
H -4.0605 -7.3860 -0.7325 0.086
H -5.1318 -6.3686 0.2747 0.087
H -3.8589 -5.3990 -2.5263 0.086
H -4.9312 -4.3813 -1.5182 0.079
H -5.3811 -4.7753 -3.1872 0.080
C 4.9859 -4.7294 1.3098 -0.033
C 6.0196 -4.0195 0.4750 -0.503
O 7.0537 -3.6159 0.9576 0.064
C 5.7133 -3.8315 -0.9905 -0.027
H 5.3356 -4.7932 2.3388 0.078
H 4.0487 -4.1751 1.2940 0.068
H 4.8313 -5.7413 0.9281 0.086
H 4.8065 -3.2354 -1.1075 0.084
H 5.5880 -4.8033 -1.4723 0.079
H 6.5407 -3.3074 -1.4678 0.079
```



(3)
C30H58ClINO19P | ωB97M-V/def2-TZVPD

As for the HOMO-LUMO gap: 0.2675 Ha. Its calculated total energy is -3761.369815 hartree. As for the structure (SMILES): C[C@@H](Cl)CC1=C(P(N)O)C(=O)c2c(ccc(CCOC=O)c2I)C1=O.OCCO.OCCO.OCCO.OCCO.OCCO.OCCO.OCCO. The spin multiplicity is 1. Its charge is 0. The largest force on an atom is 1.9 eV/Å. The value obtained for the LUMO energy is -0.95 eV.

The geometry in XYZ format:
```
111
Properties=species:S:1:pos:R:3:lowdin_charge:R:1
C 0.0032 0.8569 1.5034 -0.118
C -0.0106 1.0472 -0.0101 -0.660
Cl 1.6695 0.9346 -0.6876 0.614
C -1.0448 0.2072 -0.8157 -0.151
C -1.7399 -0.9806 -0.1584 -0.120
C -1.2388 -2.1789 0.2440 -0.204
P 0.5543 -2.5845 0.1553 0.877
N 0.7227 -3.5761 -1.2226 -0.140
O 0.6911 -3.5522 1.4945 -0.295
C -2.1396 -3.2374 0.8043 -0.383
O -1.8944 -4.3978 0.5934 0.024
C -3.3232 -2.7551 1.5931 -0.103
C -3.8626 -1.5045 1.1540 -0.072
C -4.9922 -0.9628 1.8083 0.023
C -5.5548 -1.6432 2.9262 0.009
C -5.0073 -2.8793 3.4157 -0.248
C -5.6321 -3.5241 4.6353 -0.160
C -4.7501 -3.4933 5.9031 -0.196
O -3.6743 -2.5457 5.7288 -0.042
C -2.5249 -2.8613 6.3320 -0.383
O -1.5282 -2.2560 6.1066 0.091
C -3.8910 -3.4422 2.7153 -0.493
I -3.1234 -5.3049 3.3662 1.048
C -3.2222 -0.8005 0.0042 -0.305
O -3.8741 -0.1126 -0.7368 0.134
H -0.0361 -0.1741 1.8419 0.060
H -0.7605 1.4780 1.9777 0.079
H 0.9536 1.2572 1.8680 0.057
H -0.2703 2.0885 -0.1960 0.092
H -0.5337 -0.1610 -1.7075 0.095
H -1.8225 0.8698 -1.1910 0.111
H 0.8157 -4.5642 -0.9969 0.048
H 1.6201 -3.2811 -1.6005 -0.013
H 0.8283 -4.4777 1.2583 0.051
H -5.4316 -0.0324 1.4643 0.118
H -6.4159 -1.2163 3.4304 0.109
H -5.9330 -4.5523 4.4322 0.100
H -6.5312 -2.9550 4.8795 0.110
H -4.3156 -4.4769 6.0826 0.076
H -5.3305 -3.2150 6.7840 0.126
H -2.5280 -3.6665 7.0784 0.150
O 2.1291 4.5030 0.4926 -0.080
C 2.2420 4.4493 1.9144 -0.236
C 3.6792 4.1667 2.2857 -0.249
O 4.5263 5.1675 1.7302 -0.073
H 2.2522 3.6053 0.1599 0.048
H 1.9392 5.4281 2.2852 0.125
H 1.5713 3.6884 2.3261 0.109
H 3.8158 4.1642 3.3672 0.120
H 3.9790 3.1881 1.8864 0.111
H 4.1461 5.3724 0.8647 0.077
O -1.3998 -5.6581 -3.4530 -0.080
C -2.1448 -5.3547 -4.6315 -0.244
C -1.6721 -4.0416 -5.2204 -0.255
O -0.2851 -4.0982 -5.5146 -0.070
H -1.6594 -5.0306 -2.7683 0.078
H -1.9574 -6.1697 -5.3298 0.121
H -3.2149 -5.3194 -4.4031 0.118
H -2.2044 -3.8183 -6.1457 0.118
H -1.8468 -3.2264 -4.5054 0.116
H 0.1189 -4.6005 -4.7954 0.074
O 5.6933 -1.2958 -1.4315 -0.079
C 5.9481 -2.6382 -1.0401 -0.242
C 4.6637 -3.2742 -0.5555 -0.237
O 3.6758 -3.2395 -1.5794 -0.102
H 5.4902 -0.8027 -0.6199 0.056
H 6.3254 -3.1601 -1.9195 0.123
H 6.7118 -2.6617 -0.2549 0.117
H 4.8147 -4.3161 -0.2710 0.121
H 4.2864 -2.7203 0.3138 0.119
H 3.7987 -2.3990 -2.0447 0.089
O 8.0123 2.6598 1.0806 -0.065
C 8.2755 1.2922 1.3942 -0.237
C 6.9814 0.5864 1.7347 -0.228
O 6.0661 0.6802 0.6439 -0.086
H 7.7547 3.1032 1.8961 0.092
H 8.7241 0.8536 0.5035 0.126
H 8.9867 1.2252 2.2228 0.120
H 7.1545 -0.4711 1.9394 0.121
H 6.5271 1.0501 2.6166 0.117
H 6.1811 1.5610 0.2625 0.092
O 1.9030 3.5742 -3.8638 -0.074
C 0.5221 3.7988 -4.1629 -0.235
C -0.1674 2.4916 -4.4876 -0.233
O -0.0336 1.5851 -3.3985 -0.097
H 2.3454 3.3209 -4.6805 0.089
H 0.0871 4.2439 -3.2683 0.124
H 0.4315 4.5057 -4.9946 0.114
H -1.2264 2.6461 -4.6795 0.098
H 0.2892 2.0363 -5.3767 0.122
H 0.8552 1.7212 -3.0418 0.022
O -0.0629 2.2420 5.3816 -0.078
C -1.2467 1.4380 5.3095 -0.230
C -2.3843 2.1302 6.0273 -0.250
O -2.6253 3.4134 5.4667 -0.069
H 0.2505 2.2227 6.2914 0.088
H -1.4793 1.3316 4.2508 0.107
H -1.0507 0.4484 5.7294 0.110
H -3.3038 1.5495 5.9465 0.119
H -2.1346 2.2545 7.0900 0.117
H -1.7576 3.7753 5.2474 0.074
O -4.4498 4.2322 -8.3682 -0.070
C -3.3050 4.9660 -7.9300 -0.240
C -3.0262 4.6713 -6.4716 -0.246
O -2.8245 3.2793 -6.2744 -0.076
H -5.2268 4.6137 -7.9467 0.091
H -2.4731 4.6296 -8.5472 0.124
H -3.4593 6.0370 -8.0925 0.119
H -2.1299 5.1933 -6.1339 0.116
H -3.8762 4.9945 -5.8560 0.119
H -3.4479 2.8311 -6.8603 0.084
```



(4)
C30H58N3SeSi4Tl | ωB97M-V/def2-TZVPD

As for the HOMO-LUMO gap: 0.2153 Ha. Its calculated total energy is -5074.152267 hartree. The spin multiplicity is 1. Its charge is 0. The largest force on an atom is 2.3 eV/Å. The value obtained for the LUMO energy is -0.53 eV. The value obtained for the energy relative to the best compared isomer or geometry (same formula, charge and spin) is 85.36 kJ/mol.

The geometry in XYZ format:
```
97
Properties=species:S:1:pos:R:3:lowdin_charge:R:1
Tl -0.5309 -0.0801 0.6231 1.061
C -0.5442 1.2044 3.1482 -0.294
C 0.7258 0.7928 2.5268 -0.306
C 0.9888 -0.5723 2.9850 -0.281
C 0.0150 -0.8958 3.8932 -0.243
C -0.9206 0.2103 4.0106 -0.245
C -2.0936 0.2745 4.9414 -0.030
C -0.0365 -2.1705 4.6785 -0.030
C 2.2088 -1.3674 2.6366 -0.030
C 1.7557 1.7355 1.9935 -0.083
C -1.1536 2.5646 3.0063 -0.044
H -3.0397 0.3497 4.4002 0.065
H -2.0279 1.1513 5.5894 0.087
H -2.1497 -0.6044 5.5822 0.074
H 0.3436 -3.0084 4.0909 0.079
H -1.0488 -2.4178 4.9969 0.068
H 0.5821 -2.1029 5.5781 0.089
H 2.8264 -0.8375 1.9105 0.064
H 1.9503 -2.3375 2.2038 0.080
H 2.8239 -1.5609 3.5185 0.092
H 2.0675 1.5631 0.9607 -0.069
H 2.6806 1.6193 2.5684 0.097
H 1.4224 2.7698 2.0683 0.085
H -0.7626 3.2593 3.7559 0.093
H -2.2359 2.5267 3.1373 0.064
H -0.9501 2.9962 2.0245 0.074
C -4.1154 0.8384 1.4852 -0.153
Si -3.6282 -0.8955 0.9737 0.361
C -5.1751 -1.7999 0.4052 -0.159
C -3.0247 -1.7674 2.5130 -0.155
C -2.3790 -0.8910 -0.4294 -0.542
Si -2.6798 0.3099 -1.8600 0.389
C -4.3141 -0.0762 -2.7072 -0.164
C -1.3245 0.1112 -3.1506 -0.165
C -2.8436 2.1142 -1.3456 -0.184
Si -1.7952 -2.5756 -1.0132 0.448
C -2.8031 -3.2039 -2.4670 -0.166
C -1.8442 -3.9479 0.2613 -0.160
C 0.0175 -2.4993 -1.5030 -0.319
C 0.5852 -3.1718 -2.5715 -0.056
C 1.9597 -3.0904 -2.7727 -0.042
C 2.7243 -2.3427 -1.9005 -0.035
C 2.0926 -1.6970 -0.8462 -0.164
N 0.7771 -1.7800 -0.6533 -0.009
H -4.8498 0.7853 2.2926 0.046
H -4.5614 1.4037 0.6682 0.020
H -3.2546 1.4035 1.8497 0.007
H -5.9112 -1.8366 1.2114 0.038
H -4.9504 -2.8283 0.1131 0.026
H -5.6374 -1.3074 -0.4507 0.018
H -3.7182 -1.5605 3.3317 0.049
H -2.0396 -1.4153 2.8187 0.005
H -2.9703 -2.8447 2.3930 0.025
H -4.3969 -1.1177 -3.0101 0.013
H -4.4171 0.5406 -3.6043 0.041
H -5.1570 0.1528 -2.0525 0.025
H -1.4678 -0.7934 -3.7447 0.027
H -0.3318 0.0565 -2.7083 0.015
H -1.3365 0.9629 -3.8361 0.039
H -3.8659 2.3456 -1.0480 0.024
H -2.6005 2.7410 -2.2081 0.034
H -2.1792 2.4114 -0.5336 0.004
H -3.8668 -3.0683 -2.2682 0.027
H -2.6307 -4.2736 -2.6070 0.040
H -2.5706 -2.6951 -3.4026 0.027
H -2.8502 -4.1384 0.6336 0.028
H -1.1939 -3.7423 1.1131 0.036
H -1.4862 -4.8618 -0.2197 0.044
H -0.0402 -3.7425 -3.2460 0.105
H 2.4205 -3.5936 -3.6135 0.112
H 3.7903 -2.2215 -2.0302 0.102
H 2.6571 -1.0683 -0.1743 0.030
C 0.1342 4.5253 -3.0301 -0.030
N 0.7675 3.2336 -2.8109 -0.175
C 1.7148 2.7374 -3.8008 -0.081
C 0.4309 2.5187 -1.7725 -0.338
N 0.0877 1.8935 -0.8650 0.144
H 0.8961 5.3042 -3.0903 0.093
H -0.5362 4.7499 -2.2044 0.092
H -0.4380 4.5148 -3.9608 0.091
H 2.4448 3.5194 -4.0111 0.093
H 1.1893 2.4691 -4.7200 0.086
H 2.2482 1.8806 -3.3913 -0.021
C 6.0477 1.6339 0.9208 -0.244
Si 5.5699 1.3324 -0.8769 0.016
C 6.4592 2.6154 -1.9268 -0.248
C 6.2848 -0.3534 -1.3446 -0.247
Se 3.3670 1.4191 -1.1522 0.370
H 7.1328 1.6811 1.0495 0.022
H 5.6674 0.8257 1.5503 0.013
H 5.6179 2.5711 1.2787 0.018
H 7.5453 2.5087 -1.8529 0.021
H 6.1904 3.6240 -1.6072 0.019
H 6.1745 2.5086 -2.9752 0.016
H 7.3709 -0.3055 -1.4624 0.020
H 5.8584 -0.7045 -2.2864 0.008
H 6.0646 -1.0943 -0.5715 0.017
```